Density functional theory data (ωB97M-V with the def2-TZVPD basis set) for a molecular structure, C4H11CsNO.

The molar mass is 222.0 g mol⁻¹. The relative energy (zero: lowest compared OMol25 entry of this formula, charge and spin) is 34.3 kcal/mol. Its highest occupied orbital energy is -11.34 eV. The total charge is +1.

Last column: Mulliken charge in e.
Positions of all 18 atoms, in Å:
Cs (0.73595, -6.57518, 0.64071)  0.99
C (-0.06253, 0.09266, 1.46364)  -1.71
C (-0.28326, -0.68762, 0.18454)  0.57
C (-0.55325, 0.10632, -1.18032)  -0.71
O (0.41702, 1.20917, -1.14143)  -0.34
C (-0.03219, 2.42134, -0.69252)  -0.70
N (0.86838, -1.57182, 0.11831)  -0.65
H (-0.95770, 0.69763, 1.60781)  0.37
H (0.84949, 0.68854, 1.42839)  0.43
H (0.02688, -0.50048, 2.37374)  0.39
H (-1.14419, -1.32829, 0.37542)  0.24
H (-1.57357, 0.48729, -1.22392)  0.37
H (-0.43986, -0.61376, -1.99071)  0.38
H (-0.14840, 2.43053, 0.39123)  0.26
H (-1.05378, 2.67557, -0.97506)  0.30
H (0.57079, 3.28244, -0.98068)  0.28
H (1.69499, -1.10191, 0.45890)  0.28
H (1.08525, -1.71246, -0.85805)  0.26